Density functional theory data (ωB97M-V with the def2-TZVPD basis set) for an isolated molecule of C6H8BrNO in a non-equilibrium geometry.

Calculated values
HOMO (spin up / spin down) (Eh): -0.2720 / -0.2720
LUMO energy (spin up / spin down) (eV): 0.14 / 0.14
Max |F| (eV Å⁻¹): 8.94
HOMO-LUMO gap (spin up / spin down) (eV): 7.545 / 7.543
SMILES: COC1=C(Br)C=NCC1

Last columns: bonded neighbours and bond lengths (Å).
CARTESIAN COORDINATES (ANGSTROEM)
1 C 2.297 1.977 -0.177  C2 1.388, N7 1.272, H10 1.088
2 C 2.401 0.616 0.075  C1 1.388, C3 1.659, Br9 1.931
3 C 0.996 -0.262 0.157  C2 1.659, C4 1.537, O8 1.301
4 C -0.303 0.511 -0.119  C3 1.537, C5 1.576, H11 1.158, H12 1.163
5 C -0.104 2.045 0.184  C4 1.576, N7 1.445, H13 1.092, H14 1.022
6 C 0.047 -2.424 -0.169  O8 1.430, H15 1.187, H16 1.055, H17 1.055
7 N 1.213 2.615 0.010  C1 1.272, C5 1.445
8 O 1.066 -1.550 0.324  C3 1.301, C6 1.430
9 Br 3.934 -0.550 -0.062  C2 1.931
10 H 3.223 2.531 -0.317  C1 1.088
11 H -0.626 0.170 -1.178  C4 1.158
12 H -1.216 0.117 0.485  C4 1.163
13 H -0.723 2.646 -0.485  C5 1.092
14 H -0.414 2.293 1.126  C5 1.022
15 H -0.902 -2.303 0.535  C6 1.187
16 H 0.248 -3.455 -0.065  C6 1.055
17 H -0.184 -2.216 -1.178  C6 1.055


Density functional theory data (ωB97M-V with the def2-TZVPD basis set) for a 3-piece molecular cluster, C20H24BClF3N6O8S overall in a non-equilibrium geometry.

Calculated values
HOMO (Eh): -0.4448
LUMO energy (eV): -3.63
Max |F| (eV Å⁻¹): 1.99
Net charge: +1
HOMO-LUMO gap (eV): 8.476

Last columns: bonded neighbours and bond lengths (Å).
CARTESIAN COORDINATES (ANGSTROEM)
1 C -0.510 4.158 0.543  C2 1.531, H23 1.086, H24 1.092, H25 1.090
2 C -0.261 3.975 -0.956  C1 1.531, C3 1.532, H26 1.092, H27 1.090
3 C 1.178 3.585 -1.311  C2 1.532, C4 1.526, H28 1.094, H29 1.090
4 C 1.766 2.377 -0.587  C3 1.526, C5 1.546, H30 1.088, H31 1.090
5 C 0.975 1.062 -0.770  C4 1.546, N6 1.478, H32 1.086, H33 1.083
6 N 0.593 0.471 0.530  C5 1.478, C7 1.329, N15 1.402
7 C -0.637 0.452 1.030  N6 1.329, Cl8 1.666, N9 1.332
8 Cl -1.998 1.079 0.300  C7 1.666
9 N -0.714 -0.108 2.237  C7 1.332, C10 1.330
10 C 0.532 -0.457 2.544  N9 1.330, N11 1.328, N15 1.396
11 N 0.825 -1.003 3.719  C10 1.328, B12 1.512, H34 1.014
12 B 2.102 -1.432 4.405  N11 1.512, O13 1.352, O14 1.347
13 O 2.904 -0.546 5.036  B12 1.352, H35 0.963
14 O 2.357 -2.755 4.391  B12 1.347, H36 0.968
15 N 1.398 -0.158 1.490  N6 1.402, C10 1.396, S16 1.700
16 S 3.058 -0.432 1.239  N15 1.700, O17 1.417, O18 1.419, C19 1.890
17 O 3.798 0.086 2.331  S16 1.417
18 O 3.403 0.007 -0.066  S16 1.419
19 C 3.206 -2.315 1.178  S16 1.890, F20 1.308, F21 1.296, F22 1.289
20 F 2.031 -2.871 1.323  C19 1.308
21 F 4.019 -2.674 2.121  C19 1.296
22 F 3.713 -2.624 0.034  C19 1.289
23 H -0.233 5.163 0.846  C1 1.086
24 H 0.020 3.425 1.154  C1 1.092
25 H -1.567 3.998 0.759  C1 1.090
26 H -0.947 3.259 -1.415  C2 1.092
27 H -0.463 4.927 -1.446  C2 1.090
28 H 1.808 4.436 -1.038  C3 1.094
29 H 1.279 3.469 -2.390  C3 1.090
30 H 2.749 2.205 -1.021  C4 1.088
31 H 1.930 2.595 0.468  C4 1.090
32 H 0.103 1.229 -1.394  C5 1.086
33 H 1.597 0.341 -1.286  C5 1.083
34 H -0.019 -1.152 4.261  N11 1.014
35 H 2.463 0.251 5.348  O13 0.963
36 H 3.212 -2.949 4.801  O14 0.968
37 C 3.399 -1.337 -5.816  C38 1.390, C42 1.389, H46 1.082
38 C 2.755 -1.404 -4.587  C37 1.390, C39 1.384, H47 1.081
39 C 1.625 -0.637 -4.359  C38 1.384, C40 1.381, H48 1.079
40 C 1.153 0.180 -5.368  C39 1.381, C41 1.381, N43 1.473
41 C 1.781 0.265 -6.595  C40 1.381, C42 1.386, H49 1.080
42 C 2.914 -0.502 -6.815  C37 1.389, C41 1.386, H50 1.081
43 N -0.067 0.972 -5.130  C40 1.473, O44 1.222, O45 1.208
44 O -0.592 0.902 -4.029  N43 1.222
45 O -0.483 1.648 -6.041  N43 1.208
46 H 4.279 -1.938 -5.998  C37 1.082
47 H 3.133 -2.054 -3.810  C38 1.081
48 H 1.113 -0.685 -3.410  C39 1.079
49 H 1.394 0.913 -7.368  C41 1.080
50 H 3.418 -0.450 -7.770  C42 1.081
51 C -3.718 -3.167 2.403  C52 1.390, C56 1.389, H60 1.083
52 C -3.484 -1.804 2.266  C51 1.390, C53 1.385, H61 1.083
53 C -4.498 -0.897 2.525  C52 1.385, C54 1.381, H62 1.080
54 C -5.732 -1.372 2.921  C53 1.381, C55 1.381, N57 1.476
55 C -5.989 -2.722 3.058  C54 1.381, C56 1.387, H63 1.080
56 C -4.969 -3.624 2.795  C51 1.389, C55 1.387, H64 1.081
57 N -6.804 -0.402 3.215  C54 1.476, O58 1.215, O59 1.211
58 O -6.546 0.776 3.064  N57 1.215
59 O -7.868 -0.841 3.590  N57 1.211
60 H -2.925 -3.876 2.204  C51 1.083
61 H -2.512 -1.434 1.962  C52 1.083
62 H -4.330 0.166 2.425  C53 1.080
63 H -6.965 -3.066 3.365  C55 1.080
64 H -5.152 -4.685 2.898  C56 1.081